Entry 1:
The following is a quantum chemistry calculation of a cluster of 2 separate species, C2H9N5O in total, from the Open Molecules 2025 dataset.

Positions of all 17 atoms, in Å:
O1 -0.709 -1.673 0.403
N1 -0.076 0.266 -0.419
N2 -1.876 0.740 0.433
N3 1.451 1.913 0.555
N4 0.872 1.199 -0.573
N5 -2.796 0.195 -0.397
C1 1.584 -1.575 -0.182
C2 0.165 -0.967 -0.060
H1 1.926 -1.410 0.833
H2 -2.662 0.271 -1.395
H3 0.691 2.313 1.178
H4 0.689 1.927 -1.324
H5 -1.656 0.049 1.253
H6 -3.139 -0.772 -0.166
H7 1.908 1.330 1.145
H8 2.173 -1.196 -0.952
H9 1.456 -2.607 -0.330

Cartesian forces (eV/Å) of the 3 atoms listed first:
-0.82 -0.92 0.60
-2.53 2.85 0.48
2.25 -1.03 -0.57

The max |F| comes out at 4.650 eV Å⁻¹. The electronic energy is -11712.766 eV. The total charge is 0. The calculation puts the energy above the lowest of the compared OMol25 structures with the same formula, charge and spin at 650.68 kJ/mol. The HOMO energy (spin up / spin down) is -7.90 / -7.87 eV.



Entry 2:
The following is a quantum chemistry calculation of a cluster of 2 separate species, C2H9N5O in total, from the Open Molecules 2025 dataset.

Positions of all 17 atoms, in Å:
O1 -1.829 0.938 -1.910
N1 1.827 -0.477 1.606
N2 -1.858 -0.033 0.148
N3 1.413 -2.105 -0.068
N4 1.668 0.128 -0.606
N5 -1.494 2.246 -0.078
C1 1.621 -0.827 0.398
C2 -1.740 1.044 -0.705
H1 1.118 -0.088 -1.424
H2 -1.623 -0.902 -0.302
H3 1.889 -1.276 2.227
H4 1.379 -2.874 0.575
H5 1.523 1.059 -0.252
H6 -1.669 3.056 -0.650
H7 -1.694 2.331 0.903
H8 0.946 -2.268 -0.942
H9 -1.478 0.048 1.079

Cartesian forces (eV/Å) of the 3 atoms listed first:
0.08 -0.05 -0.18
0.17 0.04 0.22
0.13 -0.11 0.08

The max |F| comes out at 0.440 eV Å⁻¹. The electronic energy is -11719.435 eV. The total charge is 0. The calculation puts the energy above the lowest of the compared OMol25 structures with the same formula, charge and spin at 7.22 kJ/mol. As for the SMILES: N=C(N)N.NC(N)=O. The HOMO energy is -9.11 eV.